1.
{"formula": "C12H10LaN3S5Sb", "method": "wB97M-V/def2-TZVPD", "symbols": ["La", "S", "C", "N", "C", "C", "C", "C", "C", "C", "S", "H", "H", "H", "H", "S", "Sb", "S", "S", "N", "C", "C", "C", "N", "C", "C", "H", "H", "H", "H", "H", "H"], "positions_angstrom": [[0.06371, -0.40944, 0.38345], [-0.29461, -0.73856, -2.50326], [2.51415, -1.02625, -1.49687], [2.26598, 0.11244, -0.85175], [3.43889, 0.73798, -0.41723], [3.39279, 1.99146, 0.21187], [4.57049, 2.61166, 0.57928], [5.70293, 1.91972, 0.23537], [5.82517, 0.77636, -0.48561], [4.64604, 0.09863, -0.77258], [4.26185, -1.35604, -1.68646], [2.41681, 2.40808, 0.35789], [4.75910, 3.63394, 0.89004], [6.56944, 2.42711, 0.49819], [6.80687, 0.47055, -0.65808], [0.98600, -1.58851, 2.50839], [1.42559, 0.59002, 3.56692], [-0.10921, 1.89948, 2.16129], [1.12418, -2.07352, -2.00489], [-6.62853, -1.33941, -0.48653], [-5.38141, -1.04811, -0.08026], [-4.45882, -2.12797, -0.22175], [-3.10134, -1.81631, -0.07991], [-2.61764, -0.55124, 0.23421], [-3.43807, 0.43569, 0.40062], [-4.84223, 0.20514, 0.24410], [-6.83647, -2.33895, -0.67492], [-7.34908, -0.70687, -0.09167], [-4.88548, -3.05731, -0.60117], [-2.33028, -2.58441, -0.14772], [-3.05511, 1.39618, 0.60754], [-5.44172, 1.04845, 0.38150]], "forces_ev_per_a": [[-1.07, 1.51, -0.22], [-0.59, 0.29, -0.18], [0.39, 1.51, 0.78], [1.02, -1.70, -0.58], [-0.14, 0.18, -0.35], [-0.18, 0.01, 0.12], [-0.77, -0.54, -0.97], [0.60, 0.74, 0.04], [-1.19, -0.65, 0.62], [-1.11, 0.14, -0.42], [-0.96, 0.28, 0.31], [-0.36, 0.34, 0.17], [-0.84, -0.20, 0.49], [1.88, 0.60, 0.30], [1.20, -0.94, -0.65], [0.74, -0.61, 1.17], [-0.83, -0.04, -0.85], [0.60, -0.75, -0.16], [1.52, -0.14, 0.25], [-2.07, 0.61, 0.69], [2.60, -0.65, -0.68], [1.44, 1.59, -0.03], [-0.77, 0.57, 0.51], [1.31, -2.65, -0.34], [-3.59, -1.63, -0.60], [1.32, -0.26, 0.33], [-0.10, 1.46, 0.49], [0.34, -1.16, -0.78], [0.72, -0.09, 0.37], [-0.25, 0.09, -0.22], [0.35, 0.97, 0.34], [-1.17, 1.11, 0.05]], "max_force_ev_per_a": 3.99, "de_lowest_kj_mol": 57.0, "homo_lumo_gap_ev": [6.314, 7.563], "spin_multiplicity": 2}

2.
{"formula": "C12H10LiN3OS", "method": "wB97M-V/def2-TZVPD", "symbols": ["Li", "O", "C", "C", "C", "C", "C", "C", "C", "N", "C", "C", "N", "H", "H", "H", "H", "H", "H", "H", "S", "C", "C", "N", "C", "H", "H", "H"], "positions_angstrom": [[0.07080, 0.11530, 0.02700], [1.30770, -0.97040, -0.33870], [1.24280, -2.24030, -0.23250], [2.44280, -2.98940, -0.10730], [2.45570, -4.35100, 0.01490], [1.25900, -5.06520, 0.01670], [0.07060, -4.38180, -0.07600], [0.01690, -2.98380, -0.19200], [-1.25700, -2.31040, -0.19910], [-1.48490, -1.00440, -0.29030], [-2.82870, -0.82220, -0.18160], [-3.44680, -2.02100, -0.02230], [-2.44790, -2.95540, -0.03100], [3.35860, -2.41650, -0.09720], [3.39310, -4.88010, 0.11870], [1.26630, -6.14180, 0.10440], [-0.84470, -4.96190, -0.04530], [-3.26520, 0.15590, -0.22480], [-4.47650, -2.28370, 0.10400], [-2.57760, -3.94990, 0.02390], [-0.13080, -0.62460, 4.60190], [0.46290, 0.95390, 4.28630], [0.41410, 1.21450, 2.95440], [-0.08110, 0.21250, 2.19430], [-0.40210, -0.80840, 2.90720], [0.80240, 1.58410, 5.08070], [0.73040, 2.12140, 2.47460], [-0.80380, -1.71660, 2.50650]], "forces_ev_per_a": [[-0.50, 0.26, 0.36], [0.43, 0.01, -0.19], [-0.01, -0.29, 0.04], [0.13, -0.02, -0.01], [0.04, 0.08, -0.02], [-0.19, -0.33, 0.04], [0.02, 0.07, 0.01], [0.63, -0.26, 0.07], [-0.36, 0.23, -0.02], [0.46, -0.10, -0.03], [-0.49, -0.22, 0.05], [-0.29, 0.30, -0.01], [0.21, -0.09, -0.08], [0.09, 0.04, -0.04], [0.09, -0.01, -0.02], [-0.04, -0.06, 0.01], [-0.04, -0.02, -0.03], [-0.14, 0.15, 0.01], [-0.19, -0.05, -0.01], [0.06, 0.07, 0.03], [0.04, 0.26, -0.62], [-0.06, -0.13, 0.01], [0.20, 0.32, 0.75], [-0.08, 0.08, -1.04], [-0.11, -0.43, 0.74], [0.12, 0.20, 0.16], [0.10, 0.24, 0.04], [-0.12, -0.30, -0.18]], "max_force_ev_per_a": 1.04, "de_lowest_kj_mol": 15.8, "homo_lumo_gap_ev": 7.114}

3.
{"formula": "C12H10N3OSe3TeV", "method": "wB97M-V/def2-TZVPD", "symbols": ["V", "O", "C", "N", "C", "C", "C", "C", "C", "C", "N", "C", "C", "C", "C", "C", "N", "H", "H", "H", "H", "H", "H", "H", "H", "H", "H", "Se", "Se", "Te", "Se"], "positions_angstrom": [[-0.95725, 0.58492, 0.44464], [0.48643, -0.65571, -3.29885], [-0.11023, -0.42694, -2.23477], [0.10354, 0.49371, -1.31831], [1.32893, 1.24008, -1.33611], [1.89146, 1.22115, 0.06422], [3.20439, 1.57354, 0.34323], [3.66354, 1.51432, 1.64998], [2.79167, 1.09887, 2.64859], [1.50032, 0.76342, 2.29412], [1.06402, 0.80837, 1.03175], [-1.23839, -1.35335, -1.81206], [-1.74128, -2.30527, -2.68663], [-2.70101, -3.19381, -2.22507], [-3.11594, -3.10466, -0.90382], [-2.56343, -2.11831, -0.09886], [-1.64878, -1.25992, -0.54082], [2.06271, 0.81758, -2.03091], [1.15652, 2.28757, -1.61902], [3.85152, 1.89373, -0.46285], [4.68383, 1.78818, 1.88641], [3.09767, 1.04957, 3.68383], [0.76756, 0.45198, 3.02975], [-1.34665, -2.32303, -3.69218], [-3.11735, -3.94938, -2.87942], [-3.85397, -3.77964, -0.49456], [-2.86815, -2.00230, 0.93511], [-1.31721, 3.10705, 0.40772], [-0.60048, 3.54042, 2.58901], [-2.26297, 2.19816, 3.95376], [-2.21100, 0.03970, 2.67210]], "forces_ev_per_a": [[-0.33, -0.05, 0.19], [0.02, 0.01, 0.07], [-0.05, -0.14, -0.17], [0.00, 0.01, -0.22], [0.09, 0.13, -0.05], [0.20, -0.14, -0.02], [0.06, 0.09, 0.13], [-0.18, -0.05, -0.04], [0.15, 0.05, -0.12], [-0.06, 0.00, 0.13], [0.14, 0.05, 0.14], [0.16, -0.05, -0.28], [-0.08, -0.05, 0.13], [0.10, 0.12, -0.01], [0.10, 0.14, 0.06], [-0.36, -0.31, 0.04], [0.03, -0.02, 0.06], [-0.07, 0.01, -0.04], [0.01, -0.05, 0.02], [0.00, 0.00, -0.02], [0.02, 0.00, 0.00], [-0.01, -0.01, 0.01], [0.00, 0.00, -0.04], [0.00, -0.01, -0.01], [0.01, 0.00, -0.02], [-0.01, -0.01, 0.01], [0.01, 0.01, -0.03], [0.03, 0.34, 0.00], [-0.06, -0.03, 0.08], [0.00, 0.09, -0.08], [0.08, -0.14, 0.08]], "max_force_ev_per_a": 0.48, "de_lowest_kj_mol": 15.6, "homo_lumo_gap_ev": [6.013, 6.217], "spin_multiplicity": 4, "charge": -1}

4.
{"formula": "C12H11Cl2F6N3O2RuS3Sb", "method": "wB97M-V/def2-TZVPD", "symbols": ["Ru", "O", "C", "C", "C", "C", "C", "C", "C", "O", "N", "N", "C", "S", "C", "C", "S", "H", "H", "H", "H", "H", "H", "H", "H", "H", "Cl", "C", "Cl", "H", "H", "F", "Sb", "F", "F", "F", "F", "F", "S", "C", "N"], "positions_angstrom": [[-0.54360, 0.85589, 0.27997], [2.80656, 0.96391, 3.16726], [3.63837, 1.69242, 2.39161], [4.88920, 1.97482, 2.93985], [5.81342, 2.70834, 2.23176], [5.51844, 3.18369, 0.95196], [4.29154, 2.90880, 0.40221], [3.32915, 2.16095, 1.10351], [2.05377, 1.90008, 0.44637], [1.09648, 1.25611, 1.14864], [1.80177, 2.25874, -0.76181], [0.52134, 1.88311, -1.15812], [0.13125, 2.48306, -2.25806], [1.09428, 3.73194, -2.95770], [-0.15741, 4.18905, -4.19328], [-0.88824, 2.93843, -4.62466], [-1.26340, 1.96421, -3.14160], [1.95506, 0.86224, 2.72376], [5.10172, 1.60176, 3.93219], [6.77709, 2.91817, 2.67677], [6.24622, 3.76144, 0.40055], [4.04182, 3.26422, -0.58777], [0.36118, 4.65619, -5.02889], [-0.83380, 4.91202, -3.73968], [-0.28449, 2.31871, -5.28614], [-1.83780, 3.17017, -5.10360], [-2.11148, -2.60062, 0.04330], [-0.42749, -2.95934, -0.26080], [0.50636, -1.49278, -0.73914], [-0.34217, -3.64398, -1.09579], [0.03983, -3.34744, 0.63553], [-2.20639, 0.67616, -0.68502], [-3.75916, 2.44023, -0.18196], [-2.03208, 2.90626, 0.43872], [-3.71562, 3.82893, -1.43165], [-4.72672, 3.54084, 0.95389], [-4.64902, 1.40575, -1.43348], [-3.94303, 1.09508, 1.10785], [-2.69234, -0.59556, 4.19820], [-1.90794, -0.18270, 2.89141], [-1.32239, 0.11510, 1.90784]], "forces_ev_per_a": [[0.02, -0.15, 0.19], [-0.01, 0.00, 0.00], [0.01, 0.01, -0.01], [0.00, 0.00, 0.00], [0.00, 0.00, 0.00], [0.01, 0.00, 0.01], [-0.01, -0.01, -0.01], [0.02, -0.01, 0.00], [0.00, 0.03, 0.02], [-0.08, -0.10, 0.01], [-0.11, 0.12, 0.04], [0.02, 0.18, 0.07], [0.17, -0.28, -0.28], [0.01, -0.06, -0.02], [-0.01, 0.05, 0.07], [0.03, -0.02, 0.00], [-0.17, 0.07, 0.25], [0.00, -0.01, 0.00], [0.00, 0.00, 0.00], [0.00, 0.00, 0.00], [0.00, 0.00, 0.00], [0.00, 0.00, 0.00], [0.01, 0.00, 0.00], [-0.01, 0.01, -0.02], [0.00, 0.02, -0.01], [0.01, 0.00, -0.02], [-0.01, 0.00, 0.00], [0.03, 0.02, 0.01], [-0.01, -0.03, -0.08], [0.00, 0.00, 0.01], [-0.01, 0.00, 0.00], [-0.11, 0.38, -0.45], [-0.13, -0.19, 0.40], [0.12, 0.09, -0.02], [0.39, -0.30, -0.05], [-0.16, -0.08, -0.19], [-0.13, 0.08, 0.05], [-0.02, 0.06, 0.04], [0.01, 0.02, -0.04], [-0.04, -0.12, 0.04], [0.17, 0.21, 0.00]], "max_force_ev_per_a": 0.60, "de_lowest_kj_mol": 87.7, "homo_lumo_gap_ev": [7.213, 3.890], "spin_multiplicity": 5, "charge": 1}

5.
{"formula": "C12H11Cl3MnNO5Si", "method": "wB97M-V/def2-TZVPD", "symbols": ["Mn", "O", "C", "O", "C", "O", "C", "C", "O", "O", "H", "H", "H", "H", "H", "C", "C", "C", "C", "C", "C", "C", "C", "N", "H", "H", "H", "H", "H", "H", "Cl", "Si", "Cl", "Cl"], "positions_angstrom": [[0.36000, -0.94716, 0.14000], [-2.29926, 2.42257, 0.20480], [-1.27952, 1.71336, -0.22440], [-0.96285, 0.66227, 0.31039], [-0.59944, 2.38022, -1.39826], [0.47217, 1.63685, -1.90735], [0.16750, 0.83934, -3.03845], [-0.46085, -0.50161, -2.70363], [-1.24778, -1.05629, -3.40047], [0.02898, -1.07372, -1.56918], [-2.70200, 1.97397, 0.96580], [-0.22830, 3.34382, -1.04215], [-1.36630, 2.59128, -2.14941], [1.11142, 0.64988, -3.55246], [-0.49547, 1.35999, -3.73038], [2.12127, 0.16396, 0.41627], [3.27821, -0.70601, 0.21132], [4.17564, -0.92927, 1.26197], [5.25637, -1.77314, 1.09832], [5.44396, -2.43306, -0.11741], [4.56250, -2.23270, -1.17403], [3.48582, -1.37044, -1.01261], [6.55507, -3.33787, -0.28169], [7.43942, -4.05794, -0.41350], [1.83780, 0.85657, -0.37325], [2.02573, 0.57543, 1.41566], [4.01572, -0.43574, 2.21192], [5.95213, -1.94093, 1.90902], [4.72143, -2.74860, -2.11124], [2.80964, -1.19275, -1.84166], [-0.03228, -1.56952, 2.09896], [1.59645, -2.90405, -0.18886], [1.44143, -4.00173, -1.86309], [2.60393, -3.95436, 1.18950]], "forces_ev_per_a": [[0.06, 0.13, 0.27], [0.12, -0.07, -0.05], [-0.16, 0.06, 0.05], [0.14, 0.11, 0.00], [0.01, -0.08, 0.02], [-0.05, 0.00, -0.03], [0.08, 0.14, 0.00], [-0.10, -0.40, 0.40], [-0.05, 0.10, -0.03], [0.20, 0.18, -0.64], [-0.09, 0.02, 0.07], [0.03, 0.00, 0.00], [0.01, 0.00, -0.02], [-0.01, -0.01, 0.01], [-0.01, -0.01, -0.01], [-0.37, -0.26, -0.13], [0.15, 0.25, 0.28], [-0.08, 0.04, -0.06], [-0.04, -0.02, -0.05], [0.22, -0.16, -0.08], [0.07, 0.00, -0.02], [-0.13, -0.19, 0.03], [-0.10, 0.11, 0.03], [-0.02, 0.00, 0.00], [0.19, 0.02, -0.11], [-0.03, 0.08, -0.01], [0.01, 0.00, -0.01], [0.00, 0.00, 0.00], [-0.02, 0.00, 0.00], [0.06, 0.14, -0.10], [-0.10, -0.16, 0.10], [0.09, 0.21, 0.07], [-0.03, -0.08, -0.10], [-0.03, -0.15, 0.13]], "max_force_ev_per_a": 0.69, "homo_lumo_gap_ev": [7.283, 8.101], "spin_multiplicity": 2, "charge": 1}

6.
{"formula": "C12H11ClN2O2S", "method": "wB97M-V/def2-TZVPD", "symbols": ["O", "C", "N", "C", "N", "C", "C", "C", "C", "Cl", "C", "C", "S", "C", "C", "C", "C", "O", "H", "H", "H", "H", "H", "H", "H", "H", "H", "H", "H"], "positions_angstrom": [[2.25582, 1.76387, -0.30025], [2.78629, 0.62713, -0.50521], [1.99441, -0.37334, -0.51605], [0.53408, -0.43170, -0.37727], [-0.25202, -1.61315, -0.48695], [-1.64323, -1.17151, -0.13254], [-2.75576, -2.09018, 0.03697], [-3.95948, -1.43559, -0.09733], [-4.19291, -0.05507, 0.03110], [-5.72861, 0.60565, 0.35611], [-3.05149, 0.77262, 0.06728], [-1.87296, 0.50629, -0.06083], [-0.40657, 1.26659, -0.28053], [4.08163, 0.25768, -0.59572], [5.02975, 1.03321, 0.39684], [4.94749, 0.06220, 1.55910], [5.00266, -1.29094, 0.79952], [4.45914, -0.97320, -0.60932], [2.31296, -1.53437, -0.54250], [-2.56192, -3.05535, -0.08416], [-4.79802, -2.13519, -0.05879], [-3.23787, 1.69810, 0.04268], [4.32328, 0.58878, -1.57737], [4.49602, 1.76321, 0.70660], [5.99463, 1.36325, 0.01664], [5.72593, 0.09854, 2.36403], [4.01866, 0.15375, 1.82609], [6.02756, -1.60145, 0.36552], [4.43648, -2.09703, 1.32339]], "forces_ev_per_a": [[2.14, -1.34, -0.90], [-6.16, 5.32, 2.64], [-6.13, -10.06, -0.15], [-2.15, -0.83, -1.07], [0.57, 6.31, 2.31], [1.29, 0.81, -0.44], [3.53, 7.49, -1.60], [-2.94, -0.13, 1.60], [2.22, -2.53, 0.04], [-0.45, 0.11, -0.24], [-9.25, -1.59, 0.63], [9.59, -10.59, -1.34], [2.82, -1.65, 0.13], [7.00, 4.97, -1.28], [1.76, -3.93, -1.52], [6.13, -2.32, -2.68], [1.43, -0.51, -1.88], [0.52, -5.94, 2.71], [-0.46, 4.78, -0.11], [0.36, -4.05, -0.25], [-0.29, 0.56, -0.18], [-2.03, 7.46, 0.29], [0.46, 1.09, -1.40], [-3.03, 5.85, 1.67], [-0.06, -0.47, -0.09], [-0.93, 0.18, -0.69], [-5.11, 0.48, 2.70], [-1.28, 0.13, 1.93], [0.46, 0.41, -0.80]], "max_force_ev_per_a": 14.35, "de_lowest_kj_mol": 498.1, "homo_lumo_gap_ev": 7.789}

7.
{"formula": "C12H11N3", "method": "wB97M-V/def2-TZVPD", "symbols": ["C", "C", "C", "C", "C", "C", "C", "C", "C", "C", "C", "C", "N", "N", "N", "H", "H", "H", "H", "H", "H", "H", "H", "H", "H", "H"], "positions_angstrom": [[2.89163, -1.77421, 0.58561], [-0.65997, 0.42673, 2.99888], [2.27264, -1.46222, 1.76344], [0.46477, -0.35144, 2.99173], [2.35451, -1.33858, -0.62684], [-1.16304, 0.95591, 1.81148], [1.11058, -0.66341, 1.77819], [0.58692, -0.16469, 0.55497], [1.21390, -0.56299, -0.65409], [-0.54475, 0.70221, 0.59804], [-0.48893, 0.39162, -2.09721], [-1.30904, 0.50978, -3.11639], [0.68037, -0.23125, -1.88761], [-0.92728, 1.40550, -0.51713], [-2.18854, 1.92220, -0.55665], [3.78811, -2.37715, 0.57873], [-1.16367, 0.65327, 3.92763], [2.66590, -1.82277, 2.70230], [0.87485, -0.73936, 3.91255], [2.82914, -1.62331, -1.55640], [-2.01924, 1.61157, 1.82773], [-2.18711, 1.12845, -3.07541], [-1.13947, -0.01821, -4.04206], [1.15903, -0.60968, -2.69747], [-2.93998, 1.23396, -0.62882], [-2.25702, 2.61996, -1.28851]], "forces_ev_per_a": [[-0.06, 0.00, 0.30], [0.33, -0.29, 0.12], [0.22, -0.15, -0.08], [-0.20, 0.12, 0.24], [-0.26, 0.25, -0.18], [-0.14, 0.03, -0.46], [-0.08, 0.09, -0.24], [0.02, -0.07, 0.04], [0.38, -0.34, 0.36], [-0.31, 0.03, 0.97], [-1.32, 2.18, 3.64], [-0.02, -0.08, -0.18], [0.32, -0.02, -0.70], [1.25, -1.81, -4.39], [-0.35, 0.11, 0.04], [0.05, -0.04, 0.02], [0.00, 0.01, 0.08], [0.03, -0.02, 0.09], [0.04, -0.04, 0.07], [0.00, 0.00, -0.10], [-0.01, 0.04, 0.00], [-0.10, 0.20, 0.16], [0.09, -0.14, -0.09], [-0.11, 0.09, 0.16], [0.20, 0.00, -0.07], [0.03, -0.14, 0.20]], "max_force_ev_per_a": 4.91, "de_lowest_kj_mol": 242.9, "homo_lumo_gap_ev": 7.895}